{
  "formula": "BH4Rb",
  "method": "ωB97M-V with the def2-TZVPD basis set",
  "elements": ["Rb", "B", "H", "H", "H", "H"],
  "coordinates": [[-0.2163, -1.2960, 3.1814], [0.0302, 0.2750, -0.6240], [0.7405, 0.6045, 0.1184], [0.0045, -0.8037, -0.6172], [-0.9462, 0.6987, -0.4468], [0.3873, 0.5215, -1.6119]],
  "forces_ev_per_a": [[0.072, 0.346, -0.861], [-0.230, -0.024, 0.276], [3.042, 1.526, 3.271], [-0.335, -4.727, 0.292], [-3.966, 1.671, 0.778], [1.417, 1.208, -3.755]],
  "mulliken_charge": [0.91, -0.09, -0.24, -0.20, -0.17, -0.21],
  "de_lowest_kcal_mol": 52.5,
  "e_homo_ev": -7.6,
  "gap_ev": 6.02,
  "charge": 0
}

{
  "formula": "C16H17Cl2F5IrN2O6STe",
  "method": "ωB97M-V with the def2-TZVPD basis set",
  "elements": ["Ir", "Cl", "C", "Cl", "H", "H", "O", "C", "O", "C", "C", "C", "C", "C", "C", "S", "H", "H", "H", "H", "F", "Te", "F", "F", "F", "F", "O", "C", "C", "C", "C", "C", "C", "O", "N", "C", "O", "N", "C", "O", "H", "H", "H", "H", "H", "H", "H", "H", "H", "H", "H"],
  "coordinates": [[0.4823, 0.4771, -0.3020], [-2.0321, 0.0821, 1.1812], [-2.5810, -1.5918, 1.1816], [-1.2850, -2.7497, 1.5438], [-2.9588, -1.8132, 0.1942], [-3.3284, -1.6869, 1.9601], [1.8561, 2.5029, 2.9719], [1.8275, 1.6860, 2.0754], [0.7183, 1.3551, 1.4743], [3.1143, 0.9690, 1.7130], [4.2918, 1.5674, 2.1474], [5.5220, 0.9581, 1.9723], [5.5984, -0.3003, 1.3891], [4.4419, -0.9228, 0.9627], [3.2031, -0.2853, 1.0943], [1.8620, -1.1602, 0.4005], [4.2059, 2.5263, 2.6393], [6.4231, 1.4608, 2.2994], [6.5544, -0.7912, 1.2617], [4.4806, -1.8961, 0.4911], [-1.4773, 3.4164, -3.3443], [-0.1351, 2.2069, -2.7724], [0.9731, 2.0565, -4.4001], [1.7132, 1.7965, -1.8195], [-1.7980, 1.0568, -2.8995], [0.6801, 3.8988, -2.5567], [-0.5332, 2.0178, -0.8585], [-0.1555, -4.2566, -2.4664], [-1.1994, -3.5858, -3.3512], [-0.8763, -2.1174, -3.7153], [-2.0357, -1.5564, -4.5742], [-1.6874, -0.4256, -5.5331], [0.3904, -2.1427, -4.5319], [0.4758, -2.7423, -5.5850], [1.4640, -1.4964, -3.9976], [1.5665, -0.9040, -2.7355], [2.6649, -0.7110, -2.2789], [0.3629, -0.5882, -2.0888], [-0.7634, -1.3600, -2.3913], [-1.6436, -1.4954, -1.5738], [-0.4538, -5.2793, -2.2326], [-0.0322, -3.7290, -1.5177], [0.8170, -4.3056, -2.9625], [-2.1705, -3.5825, -2.8552], [-1.2931, -4.1257, -4.2942], [-2.8204, -1.2488, -3.8816], [-2.4148, -2.3986, -5.1576], [-1.2559, 0.4345, -5.0245], [-2.5958, -0.0774, -6.0272], [-0.9921, -0.7602, -6.3032], [2.3371, -1.5650, -4.5006]],
  "forces_ev_per_a": [[0.432, -0.288, -0.142], [-0.015, 0.000, 0.170], [-0.062, -0.027, 0.030], [0.001, 0.057, -0.016], [0.014, -0.039, -0.044], [-0.023, -0.026, -0.031], [0.063, 0.025, 0.032], [-0.208, -0.021, -0.056], [0.028, 0.222, 0.122], [0.064, -0.079, -0.015], [-0.025, 0.020, 0.017], [0.033, 0.003, -0.004], [-0.040, 0.009, 0.007], [0.012, 0.036, 0.012], [0.108, 0.040, 0.034], [-0.097, -0.025, 0.089], [0.003, -0.002, -0.003], [-0.005, -0.001, 0.009], [0.000, 0.002, -0.007], [-0.004, 0.003, -0.011], [-0.188, 0.006, -0.223], [0.382, 1.193, 0.604], [-0.317, -0.074, -0.415], [0.117, -0.437, -0.131], [0.134, -0.296, -0.279], [0.111, 0.087, 0.202], [-0.410, -0.127, -0.097], [0.018, 0.018, 0.011], [-0.002, -0.005, -0.009], [0.087, -0.086, 0.057], [-0.049, -0.015, -0.016], [0.058, 0.107, -0.010], [-0.061, -0.059, -0.116], [0.028, 0.027, 0.016], [0.057, 0.079, -0.006], [-0.391, 0.017, -0.009], [0.125, 0.124, 0.006], [0.060, -0.606, -0.004], [0.249, 0.169, 0.134], [-0.201, 0.128, 0.084], [0.000, -0.001, -0.005], [-0.014, 0.003, 0.000], [-0.002, 0.012, -0.001], [-0.002, -0.008, -0.010], [-0.015, -0.016, 0.004], [0.012, 0.014, -0.017], [-0.043, 0.000, 0.015], [-0.026, -0.091, -0.014], [0.005, -0.005, -0.003], [-0.023, -0.021, -0.008], [0.024, -0.043, 0.047]],
  "mulliken_charge": [1.64, -0.03, -0.11, -0.17, 0.06, 0.42, -0.68, 0.71, -0.47, -0.13, -0.62, -0.51, -0.54, -0.83, 1.09, -0.39, 0.45, 0.38, 0.36, 0.42, -0.43, 1.58, -0.46, -0.63, -0.54, -0.41, -0.62, -1.13, -1.43, 2.99, -1.37, -1.28, -0.38, -0.68, 0.17, 0.28, -0.63, 0.03, -0.58, -0.60, 0.47, 0.17, 0.27, 0.42, 0.56, 0.38, 0.52, 0.19, 0.43, 0.35, 0.30],
  "de_lowest_kcal_mol": 15.2,
  "multiplicity": 5,
  "e_homo_ev": [-5.8, -6.6],
  "gap_ev": [8.23, 6.37],
  "charge": -1
}